82
Properties=species:S:1:pos:R:3:lowdin_charge:R:1 method="wB97M-V/def2-TZVPD" multiplicity=2 homo_energy_ha="-0.4302 / -0.4301" s_squared=0.7901 charge=+2
Ru -0.456 -0.116 0.515 1.19
I 4.754 -0.658 1.733 1.06
C 3.602 0.997 1.189 -0.61
C 4.242 2.254 1.134 -0.22
C 3.547 3.382 0.800 -0.68
I 4.562 5.195 0.695 0.97
C 2.154 3.298 0.551 -0.20
C 1.304 4.392 0.267 -0.03
C -0.039 4.196 0.114 -0.03
C -0.561 2.898 0.228 -0.09
N 0.214 1.859 0.461 0.01
C 1.548 2.029 0.632 -0.15
C 2.261 0.846 0.912 -0.41
O 1.591 -0.297 0.912 -0.29
H 5.297 2.321 1.364 0.08
H 1.727 5.386 0.194 0.07
H -0.707 5.025 -0.073 0.12
H -1.621 2.709 0.129 0.12
C 4.271 3.840 -3.817 -0.03
C 2.801 4.140 -3.657 -0.20
C 2.362 5.461 -3.725 0.01
C 1.020 5.784 -3.580 -0.03
C 0.086 4.784 -3.399 -0.01
C 0.506 3.454 -3.373 -0.16
N -0.396 2.406 -3.157 0.21
C -1.765 2.398 -3.278 -0.15
C -2.439 3.195 -4.217 0.01
C -3.809 3.142 -4.317 -0.03
C -4.561 2.305 -3.483 -0.02
C -3.918 1.518 -2.555 0.02
C -2.524 1.539 -2.448 -0.05
C -1.870 0.753 -1.411 -0.59
O -2.409 0.522 -0.283 -0.07
O -0.680 0.336 -1.574 -0.10
C 1.867 3.118 -3.478 -0.13
C 2.270 1.663 -3.429 0.01
H 4.849 4.760 -3.859 0.09
H 4.453 3.291 -4.743 0.10
H 4.652 3.239 -2.990 0.09
H 3.086 6.251 -3.882 0.13
H 0.706 6.819 -3.598 0.12
H -0.956 5.028 -3.239 0.12
H -0.022 1.567 -2.718 0.11
H -1.862 3.800 -4.904 0.13
H -4.306 3.750 -5.061 0.12
H -5.638 2.267 -3.576 0.12
H -4.480 0.870 -1.897 0.13
H 1.717 1.082 -4.170 0.10
H 2.061 1.226 -2.445 0.09
H 3.328 1.535 -3.630 0.08
N 2.339 -2.841 0.662 0.10
C 1.428 -3.214 1.791 -0.18
P -0.165 -3.552 0.949 0.43
O 0.037 -4.820 0.181 -0.32
O -0.515 -2.274 0.231 -0.40
C -1.468 -4.007 2.164 -0.16
N -1.635 -5.503 2.056 0.15
H 1.986 -1.959 0.253 0.10
H 2.343 -3.577 -0.049 0.16
H 3.287 -2.627 0.986 0.00
H 1.379 -2.365 2.469 0.09
H 1.824 -4.092 2.296 0.11
H -2.381 -3.513 1.845 0.11
H -1.262 -3.740 3.197 0.07
H -1.016 -5.768 1.246 0.12
H -2.592 -5.779 1.843 0.17
H -1.347 -5.979 2.909 0.17
N -2.564 -2.082 6.912 0.22
C -2.072 -2.502 5.741 -0.51
O -1.820 -3.666 5.466 0.05
C -1.814 -1.454 4.685 -0.15
C -0.564 -0.869 4.561 0.01
C -0.314 -0.073 3.458 -0.10
N -1.222 0.150 2.495 -0.05
C -2.450 -0.380 2.651 -0.10
C -2.782 -1.177 3.725 0.00
H -2.769 -2.758 7.632 0.13
H -2.763 -1.113 7.091 0.13
H 0.207 -1.024 5.305 0.13
H 0.639 0.426 3.334 0.12
H -3.171 -0.124 1.886 0.11
H -3.781 -1.587 3.808 0.13

83
Properties=species:S:1:pos:R:3:lowdin_charge:R:1 method="wB97M-V/def2-TZVPD" multiplicity=2 homo_energy_ha="-0.3506 / -0.3560" s_squared=0.7567 charge=+1
Ti 0.731 0.617 -0.228 1.02
C 1.811 4.872 -3.975 -0.02
N 1.293 4.263 -2.747 -0.11
C 0.368 4.836 -1.914 -0.03
C 0.194 3.962 -0.888 -0.09
N 0.993 2.863 -1.070 0.03
C 1.647 3.071 -2.201 -0.44
P 3.021 2.066 -2.840 1.19
C 2.250 0.423 -3.008 -0.44
N 1.713 -0.305 -2.040 0.01
C 1.446 -1.537 -2.588 -0.09
C 1.821 -1.546 -3.892 -0.03
N 2.330 -0.299 -4.151 -0.11
C 2.853 0.144 -5.446 -0.02
C 3.801 1.780 -1.230 -0.46
N 3.144 1.409 -0.150 0.03
C 4.079 1.284 0.842 -0.09
C 5.311 1.596 0.349 -0.04
N 5.129 1.907 -0.973 -0.12
C 6.173 2.337 -1.904 -0.02
H 1.188 5.727 -4.220 0.09
H 1.771 4.163 -4.797 0.08
H 2.837 5.207 -3.841 0.09
H -0.075 5.797 -2.118 0.13
H -0.445 4.073 -0.029 0.11
H 1.022 -2.344 -2.017 0.11
H 1.772 -2.315 -4.644 0.13
H 2.634 -0.624 -6.181 0.09
H 3.929 0.295 -5.401 0.09
H 2.372 1.068 -5.753 0.08
H 3.816 0.972 1.838 0.11
H 6.285 1.610 0.811 0.13
H 7.122 2.330 -1.378 0.09
H 5.977 3.345 -2.261 0.09
H 6.237 1.661 -2.752 0.09
C -6.691 -1.872 2.757 -0.07
O -5.427 -1.632 3.364 -0.08
C -4.504 -2.620 3.294 -0.29
C -3.273 -2.346 3.895 0.01
C -2.246 -3.263 3.826 -0.02
C -2.438 -4.483 3.174 -0.28
C -3.684 -4.788 2.669 -0.03
C -4.719 -3.855 2.694 -0.01
N -1.433 -5.531 3.055 0.08
N -0.239 -5.283 2.823 0.08
C 0.186 -3.949 2.417 -0.24
C 1.228 -3.388 3.085 -0.02
C 1.755 -2.118 2.738 0.02
C 1.249 -1.446 1.668 -0.31
O 1.704 -0.279 1.197 -0.25
C 0.161 -2.026 0.961 -0.12
N -0.334 -1.262 -0.067 0.04
C -1.304 -1.754 -0.800 -0.10
C -1.816 -3.051 -0.602 -0.01
C -1.337 -3.814 0.418 0.02
C -0.351 -3.286 1.286 -0.09
H -7.263 -0.958 2.875 0.09
H -7.214 -2.692 3.251 0.10
H -6.581 -2.096 1.694 0.09
H -3.149 -1.403 4.415 0.12
H -1.303 -3.043 4.304 0.12
H -3.837 -5.764 2.224 0.12
H -5.676 -4.109 2.264 0.10
H 1.637 -3.930 3.931 0.12
H 2.569 -1.687 3.308 0.12
H -1.673 -1.111 -1.590 0.11
H -2.579 -3.427 -1.271 0.11
H -1.707 -4.822 0.563 0.12
C -2.034 2.818 2.382 0.01
C -1.340 2.044 1.318 -0.25
N -0.169 1.534 1.443 -0.07
O 0.412 1.692 2.683 0.01
C -1.896 1.864 -0.049 -0.28
C -3.186 2.406 -0.544 0.00
N -1.040 1.235 -0.765 -0.30
O -1.004 0.979 -2.024 -0.12
H -1.650 2.553 3.362 0.09
H -3.109 2.640 2.348 0.09
H -1.866 3.889 2.236 0.10
H 1.184 1.096 2.608 0.09
H -3.275 3.475 -0.334 0.09
H -4.034 1.906 -0.068 0.09
H -3.250 2.250 -1.620 0.08

Values of DFT total energy, in order: -3051.09260; -3333.74251, all in hartree.
Values of M, in order: 984.51; 715.54, all in g/mol.
Values of energy relative to the best compared isomer or geometry (same formula, charge and spin), in order: 12.89; 0.00, all in kcal per mole.